Here is an isolated molecule of C9H6BrNOS from OMol25. Energies are from the ωB97M-V functional and the def2-TZVPD basis.

Element x y z (Å)
C  1.669  -1.735  -1.034
C  -1.959  1.902  -0.729
C  -2.079  1.179  0.434
C  -0.748  1.879  -1.398
C  -0.940  0.608  1.016
C  0.358  1.279  -0.888
C  0.308  0.738  0.419
C  0.861  -2.891  1.132
C  1.408  -1.662  0.294
N  1.871  -1.976  -2.140
O  2.920  0.448  0.527
S  1.745  -0.131  1.259
Br  0.470  -2.689  2.945
H  -2.716  2.321  -1.226
H  -3.034  1.060  0.754
H  -0.696  2.217  -2.352
H  -1.029  -0.043  1.971
H  1.201  1.233  -1.493
H  0.392  -3.737  0.508

The calculation puts the HOMO energy (alpha / beta) at -9.4 / -9.4 eV. Its lowest unoccupied orbital energy (alpha / beta) is -1.42 / -1.42 eV. The value obtained for the gap between HOMO and LUMO (alpha / beta) is 7.96 / 7.97 eV.

Mulliken population analysis, charges in e, atoms 1 to 5:
1 C 0.154
2 C -0.609
3 C -0.627
4 C -0.530
5 C 0.048

***

Here is a cluster of 2 separate species, C9H6ClN3 in total from OMol25. Energies are from the ωB97M-V functional and the def2-TZVPD basis.

Element x y z (Å)
C  3.533  -1.197  -0.818
C  -2.197  0.107  -0.323
C  -1.485  -1.045  0.025
C  -1.576  1.314  -0.557
C  -0.087  -1.009  0.216
C  1.848  1.942  -0.475
C  -0.234  1.378  -0.446
C  0.491  0.200  -0.102
C  3.794  -0.563  0.379
N  3.255  -1.649  -1.845
N  0.639  2.393  -0.661
N  1.756  0.650  -0.087
Cl  5.073  0.569  0.601
H  -3.299  -0.038  -0.275
H  -2.159  -1.909  0.157
H  -2.140  2.211  -0.883
H  0.517  -1.912  0.351
H  2.817  2.408  -0.588
H  3.219  -0.944  1.244

The calculation puts the HOMO energy (alpha / beta) at -8.6 / -8.4 eV. Its lowest unoccupied orbital energy (alpha / beta) is -2.32 / -2.75 eV. The value obtained for the gap between HOMO and LUMO (alpha / beta) is 6.29 / 5.66 eV.

Mulliken population analysis, charges in e, atoms 1 to 5:
1 C 0.271
2 C -0.342
3 C -0.413
4 C -0.496
5 C -0.704

***

Here is a structure of composition C9H6CoN2O5S from OMol25. Energies are from the ωB97M-V functional and the def2-TZVPD basis.

Element x y z (Å)
O  -3.759  -0.194  1.358
C  -3.117  0.012  0.434
Co  -1.801  0.836  -1.939
O  -4.394  0.970  -3.353
C  -3.365  0.911  -2.826
C  -0.494  1.343  -2.970
O  0.393  1.669  -3.625
C  -1.064  -0.832  -2.176
O  -0.679  -1.915  -2.088
C  -1.514  2.514  -1.241
O  -1.446  3.508  -0.651
C  3.323  -0.510  0.716
N  2.025  -0.702  1.358
C  1.722  -1.478  2.465
C  0.377  -1.329  2.696
N  -0.092  -0.473  1.724
C  0.905  -0.075  0.880
S  0.862  0.983  -0.448
H  3.293  -0.829  -0.338
H  3.572  0.560  0.674
H  4.083  -1.064  1.296
H  2.467  -2.054  2.965
H  -0.250  -1.725  3.452
H  -1.045  -0.126  1.636

The calculation puts the HOMO energy (alpha / beta) at -20.3 / -21.9 eV. As for the multiplicity: 5. The charge is +3. Its lowest unoccupied orbital energy (alpha / beta) is -11.76 / -16.54 eV. As for the expectation value of S²: 6.05. The value obtained for the gap between HOMO and LUMO (alpha / beta) is 8.57 / 5.32 eV.

Mulliken population analysis, charges in e, atoms 1 to 5:
1 O -0.078
2 C 0.125
3 Co 0.288
4 O -0.104
5 C 0.341

***

Total energy list, top to bottom, in hartree: -3448.5932 -970.8651 -2611.9113